{
  "formula": "CH2NO3S",
  "method": "ωB97M-V with the def2-TZVPD basis set",
  "relative_energy_ev": 2.9370,
  "e_lumo_ev": 3.8,
  "orbital_gap_ev": 6.071,
  "total_charge": -1,
  "species": ["C", "N", "O", "O", "O", "S", "H", "H"],
  "xyz": [[1.659191, -0.039956, -0.326118], [-0.482028, 0.654882, 0.663038], [-0.869856, -0.491685, 1.467747], [2.456923, 0.558071, 0.273443], [1.152853, -0.887783, -0.937365], [-1.562330, 0.981109, -0.586724], [-0.996823, 0.289668, -1.517684], [-1.357930, -1.064303, 0.963665]],
  "forces_ev_per_angstrom": [[-0.5, -0.6, 1.3], [0.7, 1.2, -0.2], [1.5, 1.8, 2.4], [0.3, 0.9, 0.0], [-0.3, -0.5, -1.2], [-0.5, 0.6, 1.8], [0.5, -1.1, -1.8], [-1.9, -2.2, -2.4]],
  "mulliken_charge": [0.693, -0.461, -0.377, -0.431, -0.419, -0.292, 0.038, 0.249]
}


{
  "formula": "C36H45N2O3P2PtS4Si",
  "method": "ωB97M-V with the def2-TZVPD basis set",
  "s2": 6.0351,
  "e_lumo_ev": [-1.8, -5.1],
  "orbital_gap_ev": [7.674, 5.777],
  "total_charge": 1,
  "multiplicity": 5,
  "species": ["Pt", "S", "C", "N", "C", "C", "C", "C", "C", "C", "S", "H", "H", "H", "H", "C", "C", "C", "O", "P", "S", "S", "O", "C", "C", "C", "H", "H", "H", "H", "H", "H", "H", "H", "H", "H", "H", "H", "H", "H", "C", "C", "C", "C", "C", "C", "Si", "C", "C", "C", "C", "C", "C", "C", "C", "C", "C", "C", "C", "H", "H", "H", "H", "H", "H", "H", "H", "H", "H", "H", "H", "H", "H", "H", "C", "C", "N", "H", "H", "H", "C", "P", "C", "C", "O", "H", "H", "H", "H", "H", "H", "H", "H", "H"],
  "xyz": [[0.550358, -0.129340, -0.035765], [-2.088510, 0.365248, 1.444972], [-1.269646, -0.773964, 2.411433], [-0.154467, -1.331763, 2.021096], [0.224391, -2.369612, 2.849889], [1.356183, -3.177628, 2.709530], [1.574046, -4.176183, 3.628853], [0.684604, -4.389810, 4.694662], [-0.434707, -3.601516, 4.854435], [-0.651839, -2.584102, 3.926127], [-1.927865, -1.422790, 3.883617], [2.036595, -3.015982, 1.884926], [2.440820, -4.816560, 3.524901], [0.884105, -5.180666, 5.406980], [-1.118830, -3.761474, 5.678533], [3.000013, 4.725070, 1.404401], [4.120613, 3.718177, 1.233487], [5.113547, 3.737351, 2.379565], [3.603806, 2.361481, 1.001740], [2.524912, 1.521970, 1.772383], [2.794702, -0.374764, 1.194703], [0.653499, 2.098091, 1.262744], [2.881266, 1.825615, 3.274814], [2.284727, 1.435555, 4.565505], [2.145840, -0.064900, 4.701034], [0.987536, 2.173182, 4.819739], [3.429747, 5.719432, 1.536659], [2.404771, 4.492526, 2.291977], [2.341973, 4.741325, 0.534320], [4.647559, 3.910768, 0.304042], [4.605043, 3.711950, 3.343116], [5.701980, 4.654554, 2.319529], [5.793263, 2.886129, 2.317568], [3.034222, 1.789749, 5.266567], [1.390048, -0.444319, 4.013554], [1.836624, -0.302334, 5.721831], [3.089272, -0.571292, 4.492415], [0.195880, 1.828282, 4.152269], [1.115159, 3.249223, 4.686333], [0.672965, 1.987441, 5.849659], [-2.226254, -5.249419, 1.485453], [-1.060283, -5.489167, 0.772313], [-0.536348, -4.503593, -0.061164], [-1.171424, -3.265712, -0.194703], [-2.360852, -3.052040, 0.511144], [-2.882174, -4.027811, 1.347913], [-0.531268, -1.924110, -1.343280], [-1.921803, -1.809972, -2.604177], [-2.244679, -2.995928, -3.274968], [-3.283977, -3.038116, -4.193174], [-4.037617, -1.897661, -4.446622], [-3.754510, -0.723840, -3.765062], [-2.703830, -0.680599, -2.852386], [0.984469, -2.637327, -2.257427], [0.995227, -2.810103, -3.648609], [2.045825, -3.466659, -4.286792], [3.116992, -3.955630, -3.549455], [3.148643, -3.758320, -2.172828], [2.096363, -3.104375, -1.542644], [-2.634282, -6.016090, 2.135250], [-0.555165, -6.445780, 0.862440], [0.381197, -4.706200, -0.608197], [-2.895630, -2.108547, 0.396202], [-3.805027, -3.842042, 1.889033], [-1.685473, -3.906817, -3.068415], [-3.515810, -3.967619, -4.700239], [-4.853024, -1.934504, -5.158804], [-4.364359, 0.156889, -3.937425], [-2.499849, 0.224988, -2.298308], [0.163523, -2.446006, -4.242436], [2.018034, -3.610146, -5.362337], [3.925127, -4.482187, -4.043404], [3.987249, -4.125134, -1.590306], [2.131133, -2.974253, -0.466373], [3.700216, -0.054596, -3.455205], [2.711727, 0.380142, -2.478635], [1.962991, 0.753334, -1.693984], [3.534297, 0.447172, -4.407004], [3.616758, -1.131190, -3.597104], [4.700067, 0.183754, -3.090142], [-0.039496, 2.821372, -3.716916], [-1.105733, 2.770256, -2.271822], [-2.762321, 3.036556, -2.916002], [-0.708943, 4.243351, -1.322395], [-0.976674, 1.500093, -1.480298], [-0.129618, 3.780170, -4.234117], [-0.335695, 2.014274, -4.393067], [0.992770, 2.664691, -3.403339], [-2.834068, 4.026974, -3.372603], [-3.486204, 2.956108, -2.103491], [-2.981018, 2.278434, -3.668400], [-0.875703, 5.152329, -1.904785], [0.338767, 4.181594, -1.021993], [-1.327106, 4.265281, -0.422901]],
  "forces_ev_per_angstrom": [[1.3, 0.1, 0.3], [-0.1, 0.0, 0.4], [-0.4, 0.2, 0.0], [0.2, -0.4, -0.1], [-0.1, 0.5, -0.2], [0.2, -0.2, -0.1], [0.1, 0.0, -0.2], [-0.1, 0.1, 0.1], [0.1, -0.1, 0.1], [-0.3, 0.2, 0.1], [-0.1, -0.1, 0.0], [0.0, 0.0, 0.0], [0.0, 0.0, 0.0], [0.0, 0.0, 0.0], [0.0, 0.0, 0.0], [-0.1, -0.1, 0.0], [-0.1, 0.0, 0.1], [0.0, -0.1, 0.0], [0.2, 0.2, 0.0], [0.1, 0.1, 0.0], [-0.4, 0.1, -0.1], [-0.1, -0.6, -0.1], [-0.1, 0.0, 0.2], [-0.1, 0.0, 0.0], [0.1, 0.0, -0.2], [-0.1, 0.1, -0.1], [0.0, 0.0, 0.0], [0.0, 0.0, 0.0], [0.0, 0.0, 0.1], [0.0, 0.0, -0.1], [0.0, 0.0, 0.0], [0.0, 0.0, 0.0], [0.0, 0.1, 0.0], [0.1, 0.1, 0.0], [0.0, 0.0, 0.0], [0.0, 0.0, -0.1], [0.0, 0.0, 0.0], [0.0, 0.0, 0.0], [0.0, -0.1, 0.0], [0.1, 0.0, -0.1], [0.0, 0.0, 0.0], [0.0, 0.0, 0.0], [0.0, 0.0, 0.2], [0.2, 0.0, 0.1], [-0.1, -0.1, 0.0], [0.0, 0.0, 0.0], [-0.3, -0.8, -0.5], [-0.1, 0.4, 0.0], [0.0, -0.1, 0.0], [0.0, 0.0, 0.0], [0.0, 0.0, 0.0], [0.0, 0.0, 0.0], [-0.1, -0.1, 0.0], [0.1, 0.1, 0.1], [0.0, 0.1, 0.0], [-0.1, 0.0, 0.0], [0.0, 0.1, 0.1], [0.0, 0.0, 0.0], [0.1, 0.0, 0.0], [0.0, 0.1, 0.0], [0.0, 0.1, 0.0], [-0.2, 0.0, 0.1], [0.1, -0.2, 0.0], [0.1, 0.0, -0.1], [-0.1, 0.1, 0.0], [0.0, 0.1, 0.0], [0.0, 0.0, 0.0], [0.0, 0.0, 0.0], [0.0, 0.0, -0.1], [0.1, 0.0, 0.0], [0.0, 0.0, 0.1], [0.0, 0.0, 0.0], [-0.1, 0.0, 0.0], [0.0, 0.0, 0.0], [0.0, 0.0, 0.1], [0.2, 0.1, -0.1], [-0.1, 0.0, -0.2], [0.0, 0.0, 0.0], [0.0, -0.1, 0.0], [-0.1, 0.0, 0.0], [0.0, 0.0, -0.1], [0.1, -0.3, 0.2], [0.0, 0.1, 0.0], [0.1, 0.0, 0.1], [-0.2, 0.4, -0.1], [0.0, -0.1, 0.0], [0.1, 0.1, 0.0], [0.0, 0.0, 0.0], [0.0, -0.1, 0.0], [0.0, 0.0, 0.0], [0.0, 0.0, 0.0], [0.0, -0.1, 0.0], [0.0, 0.0, 0.0], [0.0, 0.0, 0.0]],
  "mulliken_charge": [1.966, -0.028, 0.401, 0.429, -1.061, -0.665, -0.937, -0.619, -0.827, 1.938, -0.330, 0.088, 0.483, 0.443, 0.496, -0.859, 0.459, -1.292, -0.351, 0.939, -0.622, -0.439, -0.162, 0.449, -0.914, -1.226, 0.464, 0.157, 0.035, 0.360, 0.185, 0.487, 0.345, 0.249, -0.051, 0.544, 0.343, 0.168, 0.327, 0.469, -0.580, -0.804, -0.097, 0.761, -0.660, -0.757, -1.026, 0.445, -0.281, -0.781, -0.692, -0.528, 0.141, 0.928, -0.573, -0.779, -0.718, -0.783, -0.064, 0.430, 0.449, 0.407, 0.602, 0.462, 0.397, 0.432, 0.395, 0.416, 0.152, 0.407, 0.429, 0.381, 0.433, 0.283, -0.905, 0.463, -0.315, 0.317, 0.110, 0.326, -1.219, 1.065, -1.261, -0.960, -0.555, 0.448, 0.355, 0.212, 0.455, 0.359, 0.255, 0.463, -0.032, 0.351]
}


These records have E values of -19535.9653 -120225.4086 eV, in the order they appear.
These records have largest force on an atom values of 3.76 1.34 eV Å⁻¹, in the order they appear.